[1]
Formula: C4H9NO3
Source: the Open Molecules 2025 dataset
Level of theory: ωB97M-V/def2-TZVPD

## Properties
energy relative to the best compared isomer or geometry (same formula, charge and spin)	2.987	eV
net charge	0
SMILES	C[C@@H](C=O)NC=O.O
Kohn-Sham gap	10.579	eV
calculated total energy	-438.21930	hartree
highest occupied orbital energy	-9.838	eV

Each line ends with the Löwdin charge.
CARTESIAN COORDINATES (ANGSTROEM)
C1 0.472 2.253 0.328  -0.054
C2 0.054 0.851 0.770  -0.270
C3 -1.470 1.034 0.534  -0.276
O1 -2.344 0.599 1.177  0.108
N1 0.587 -0.405 0.094  0.046
C4 1.966 -0.571 -0.295  -0.330
O2 2.279 -1.052 -1.342  0.045
H1 0.696 2.895 1.147  0.080
H2 -0.065 2.729 -0.339  0.009
H3 1.425 2.244 -0.281  0.107
H4 0.144 0.532 1.885  0.171
H5 -1.836 1.534 -0.336  0.117
H6 -0.042 -0.636 -0.689  0.089
H7 2.697 -0.290 0.448  0.124
O3 -1.369 -2.314 -0.909  -0.068
H8 -0.633 -2.373 -1.566  0.058
H9 -1.160 -3.075 -0.360  0.045


[2]
Formula: C18H23N5OS
Source: the Open Molecules 2025 dataset
Level of theory: ωB97M-V/def2-TZVPD

## Properties
energy relative to the best compared isomer or geometry (same formula, charge and spin)	2.715	eV
net charge	0
SMILES	N#Cc1n[nH]/c(=N\C[C@@H]2CC[C@@H](NC(=O)C#CC3CCCCC3)C2)s1
Kohn-Sham gap	8.963	eV
calculated total energy	-1446.84322	hartree
highest occupied orbital energy	-8.986	eV

Each line ends with the Löwdin charge.
CARTESIAN COORDINATES (ANGSTROEM)
N1 -0.027 10.174 -1.102  0.172
C1 0.226 9.199 -0.551  -0.216
C2 0.586 7.971 0.083  -0.618
N2 0.128 7.648 1.236  0.061
N3 0.613 6.449 1.607  0.000
C3 1.492 5.786 0.755  -0.642
N4 2.083 4.684 0.892  0.027
C4 1.833 3.923 2.108  -0.214
C5 0.557 3.086 2.022  -0.301
C6 0.286 2.333 3.347  -0.146
C7 -0.084 0.904 2.945  -0.136
C8 0.798 0.684 1.716  -0.309
N5 0.469 -0.464 0.891  0.101
C9 0.289 -1.710 1.400  -0.504
O1 0.520 -2.007 2.556  0.073
C10 -0.193 -2.681 0.419  0.104
C11 -0.594 -3.498 -0.364  0.029
C12 -1.082 -4.494 -1.316  -0.331
C13 -1.680 -3.833 -2.566  -0.169
C14 -2.186 -4.883 -3.550  -0.204
C15 -1.082 -5.865 -3.931  -0.210
C16 -0.481 -6.521 -2.691  -0.204
C17 0.033 -5.477 -1.704  -0.165
C18 0.654 1.990 0.938  -0.103
S1 1.673 6.826 -0.669  1.089
H1 0.320 6.089 2.498  0.143
H2 2.681 3.252 2.260  0.121
H3 1.794 4.570 2.998  0.115
H4 -0.279 3.751 1.788  0.130
H5 1.200 2.316 3.948  0.115
H6 -0.483 2.814 3.951  0.111
H7 0.087 0.169 3.725  0.109
H8 -1.134 0.845 2.642  0.129
H9 1.832 0.575 2.063  0.161
H10 0.202 -0.312 -0.067  0.138
H11 -1.876 -5.063 -0.817  0.154
H12 -2.483 -3.154 -2.274  0.116
H13 -0.902 -3.225 -3.040  0.123
H14 -3.016 -5.433 -3.092  0.115
H15 -2.588 -4.395 -4.440  0.109
H16 -1.469 -6.625 -4.612  0.107
H17 -0.294 -5.328 -4.471  0.114
H18 -1.244 -7.135 -2.201  0.115
H19 0.331 -7.195 -2.971  0.109
H20 0.853 -4.910 -2.155  0.125
H21 0.431 -5.952 -0.806  0.119
H22 -0.271 1.950 0.357  0.122
H23 1.475 2.172 0.244  0.117


[3]
Formula: C47H41AlBrINOPTe
Source: the Open Molecules 2025 dataset
Level of theory: ωB97M-V/def2-TZVPD

## Properties
net charge	+1
spin multiplicity	2
Kohn-Sham gap (alpha / beta)	7.568 / 6.298	eV
calculated total energy	-5668.91696	hartree
highest occupied orbital energy (alpha / beta)	-10.500 / -10.462	eV
⟨S²⟩	0.76

Each line ends with the Löwdin charge.
CARTESIAN COORDINATES (ANGSTROEM)
Al1 1.454 -1.287 0.853  0.067
C1 3.069 1.175 -3.937  -0.062
C2 3.806 0.254 -3.207  -0.057
C3 3.685 0.195 -1.823  -0.064
C4 2.832 1.075 -1.161  -0.366
C5 2.100 2.008 -1.901  -0.129
C6 2.215 2.056 -3.281  -0.066
P1 2.552 0.978 0.638  1.089
C7 3.023 2.592 1.304  -0.360
C8 2.558 2.952 2.568  -0.087
C9 2.987 4.134 3.155  -0.068
C10 3.876 4.958 2.477  -0.065
C11 4.334 4.605 1.214  -0.062
C12 3.910 3.422 0.621  -0.082
C13 3.828 -0.176 1.233  -0.406
C14 5.143 0.136 1.572  -0.055
C15 5.979 -0.886 1.997  -0.054
C16 5.512 -2.200 2.052  -0.059
C17 4.204 -2.503 1.705  -0.079
C18 3.332 -1.489 1.314  -0.256
H1 3.163 1.213 -5.016  0.112
H2 4.491 -0.418 -3.712  0.113
H3 4.264 -0.532 -1.265  0.108
H4 1.474 2.735 -1.391  0.079
H5 1.639 2.782 -3.845  0.114
H6 1.865 2.304 3.096  0.102
H7 2.624 4.414 4.137  0.111
H8 4.213 5.881 2.935  0.112
H9 5.024 5.251 0.686  0.112
H10 4.270 3.147 -0.362  0.111
H11 5.506 1.156 1.507  0.111
H12 6.999 -0.663 2.289  0.112
H13 6.177 -2.991 2.380  0.112
H14 3.868 -3.535 1.741  0.098
Br1 -2.444 0.161 4.959  0.768
C19 -2.501 -1.685 4.585  -0.739
C20 -3.609 -2.404 5.012  -0.120
C21 -3.683 -3.772 4.789  -0.056
C22 -2.657 -4.433 4.129  -0.061
C23 -1.543 -3.729 3.703  -0.136
C24 -1.478 -2.368 3.940  -0.652
I1 0.294 -1.386 3.390  1.216
H15 -4.406 -1.883 5.526  0.108
H16 -4.544 -4.322 5.147  0.117
H17 -2.717 -5.499 3.946  0.117
H18 -0.734 -4.240 3.196  0.097
C25 -4.483 5.584 -3.460  -0.041
C26 -3.766 4.349 -2.970  -0.253
C27 -2.728 4.431 -2.055  -0.015
C28 -2.045 3.298 -1.611  -0.309
C29 -0.939 3.506 -0.594  -0.085
C30 -2.428 2.038 -2.088  -0.374
Te1 -1.216 0.291 -1.712  1.813
N1 0.190 -1.484 -0.337  -0.111
C31 0.162 -2.399 -1.308  -0.603
O1 -0.486 -2.235 -2.373  -0.140
C32 0.937 -3.697 -1.169  -0.146
C33 1.266 -4.235 0.074  -0.074
C34 1.986 -5.419 0.173  -0.081
C35 2.386 -6.078 -0.980  -0.076
C36 2.046 -5.563 -2.225  -0.060
C37 1.316 -4.385 -2.319  -0.011
C38 -2.742 -0.706 -0.643  -0.393
C39 -3.233 -1.909 -1.137  -0.123
C40 -4.204 -2.604 -0.430  -0.068
C41 -4.684 -2.090 0.766  -0.068
C42 -4.196 -0.882 1.246  -0.046
C43 -3.217 -0.167 0.557  -0.289
C44 -2.716 1.140 1.118  -0.061
C45 -3.494 1.930 -3.011  -0.287
C46 -3.990 0.606 -3.554  -0.061
C47 -4.135 3.087 -3.432  -0.011
H19 -3.962 6.493 -3.157  0.076
H20 -5.498 5.627 -3.056  0.087
H21 -4.565 5.580 -4.548  0.084
H22 -2.429 5.407 -1.677  0.123
H23 -1.359 3.809 0.370  0.091
H24 -0.257 4.297 -0.912  0.088
H25 -0.360 2.599 -0.416  0.001
H26 0.899 -3.764 0.981  0.069
H27 2.213 -5.841 1.147  0.107
H28 2.950 -7.003 -0.908  0.108
H29 2.342 -6.088 -3.127  0.109
H30 1.032 -3.974 -3.281  0.119
H31 -2.853 -2.310 -2.067  0.098
H32 -4.583 -3.542 -0.817  0.110
H33 -5.440 -2.629 1.328  0.108
H34 -4.583 -0.472 2.174  0.110
H35 -3.057 1.275 2.143  0.048
H36 -3.084 1.982 0.526  0.080
H37 -1.623 1.181 1.121  0.059
H38 -3.181 -0.095 -3.765  0.052
H39 -4.541 0.753 -4.483  0.083
H40 -4.658 0.121 -2.840  0.087
H41 -4.943 3.008 -4.156  0.125


[4]
Formula: C15H19AuN6O3S2
Source: the Open Molecules 2025 dataset
Level of theory: ωB97M-V/def2-TZVPD

## Properties
energy relative to the best compared isomer or geometry (same formula, charge and spin)	0.139	eV
net charge	+2
Kohn-Sham gap	6.336	eV
calculated total energy	-2068.74752	hartree
highest occupied orbital energy	-14.590	eV

Each line ends with the Löwdin charge.
CARTESIAN COORDINATES (ANGSTROEM)
Au1 0.230 0.785 -0.259  1.094
C1 5.639 -0.445 -1.939  0.026
C2 4.249 -0.574 -2.429  -0.282
N1 3.833 -1.366 -3.365  0.176
N2 2.495 -1.143 -3.445  0.069
C3 2.070 -0.221 -2.598  -0.636
S1 0.440 0.344 -2.507  0.771
N3 3.180 0.161 -1.931  -0.078
N4 3.194 1.135 -0.938  0.120
H1 6.265 -1.144 -2.488  0.104
H2 5.701 -0.678 -0.875  0.100
H3 6.018 0.565 -2.098  0.100
H4 1.941 -1.666 -4.110  0.182
H5 3.535 0.726 -0.073  0.114
H6 3.795 1.902 -1.222  0.127
N5 -3.287 5.789 -0.880  0.192
C4 -2.522 4.705 -0.786  -0.274
C5 -1.768 4.229 -1.883  0.025
C6 -0.995 3.117 -1.751  -0.133
N6 -0.913 2.421 -0.591  -0.146
C7 -1.624 2.867 0.476  -0.096
C8 -2.416 3.972 0.417  0.029
H7 -3.363 6.304 -1.741  0.133
H8 -3.823 6.121 -0.096  0.133
H9 -1.791 4.741 -2.835  0.132
H10 -0.409 2.760 -2.582  0.063
H11 -1.539 2.303 1.393  0.107
H12 -2.958 4.276 1.302  0.133
C9 -3.352 -5.080 2.596  -0.024
C10 -2.373 -3.966 2.378  -0.232
C11 -1.193 -4.181 1.665  -0.006
C12 -0.268 -3.168 1.489  -0.039
C13 -0.548 -1.918 2.031  -0.317
C14 -1.714 -1.667 2.749  -0.038
C15 -2.619 -2.698 2.909  -0.006
S2 0.657 -0.676 1.930  0.633
O1 1.291 -0.765 0.511  -0.449
O2 1.613 -0.719 2.967  -0.172
O3 -0.078 0.674 1.778  -0.421
H13 -3.193 -5.896 1.894  0.087
H14 -4.378 -4.728 2.497  0.092
H15 -3.240 -5.480 3.606  0.102
H16 -0.994 -5.159 1.247  0.128
H17 0.650 -3.348 0.945  0.122
H18 -1.907 -0.692 3.175  0.122
H19 -3.532 -2.521 3.463  0.131


[5]
Formula: H5N2PS
Source: the Open Molecules 2025 dataset
Level of theory: ωB97M-V/def2-TZVPD

## Properties
energy relative to the best compared isomer or geometry (same formula, charge and spin)	3.212	eV
net charge	0
SMILES	P=S.NN
Kohn-Sham gap	7.161	eV
calculated total energy	-851.95338	hartree
highest occupied orbital energy	-8.172	eV

Each line ends with the Löwdin charge.
CARTESIAN COORDINATES (ANGSTROEM)
P1 1.958 0.713 -0.271  0.279
S1 3.465 -0.481 -0.039  -0.029
H1 2.412 1.159 -1.533  -0.224
N1 -0.716 0.005 0.617  -0.186
N2 -1.955 -0.289 -0.159  -0.067
H2 -0.741 0.839 1.267  0.066
H3 -0.564 -0.727 1.336  0.063
H4 -1.811 0.107 -1.044  0.022
H5 -2.049 -1.325 -0.174  0.077